Record 1
Below is a cluster of 2 separate species, C5H13NO in total, with properties calculated with the ωB97M-V functional and the def2-TZVPD basis.

Summary:
* LUMO level: 0.86 eV
* SMILES string: C/C=C/CCN.O
* Kohn-Sham gap: 0.3683 Eh

```
! RIJCOSX wB97M-V def2-TZVPD def2/J DEFGRID3
* xyz 0 1
C 1.515 0.874 -0.962
C 1.006 -0.415 -1.640
C -0.434 -0.661 -1.279
C -0.879 -1.490 -0.355
C -2.311 -1.617 0.105
N 1.667 0.766 0.482
H 2.441 1.201 -1.435
H 0.750 1.635 -1.174
H 1.095 -0.397 -2.725
H 1.604 -1.281 -1.314
H -1.171 -0.107 -1.866
H -0.165 -2.073 0.221
H -2.432 -2.536 0.670
H -2.647 -0.736 0.653
H -2.974 -1.701 -0.752
H 2.193 -0.064 0.708
H 0.762 0.850 0.906
H -1.130 2.567 2.803
H 0.031 2.039 1.984
O -0.433 1.893 2.814
*
```

***

Record 2
Below is a structure of composition C18H29ClI2NOsP2S, with properties calculated with the ωB97M-V functional and the def2-TZVPD basis.

Summary:
* LUMO level (spin up / spin down): -10.83 / -13.54 eV
* Kohn-Sham gap (spin up / spin down): 0.2372 / 0.1528 Eh

```
! RIJCOSX wB97M-V def2-TZVPD def2/J DEFGRID3
* xyz 3 5
I -3.734 1.667 1.569
I -3.751 -0.811 1.861
Os -0.106 0.034 -2.063
P -2.246 -0.131 -2.746
C -3.624 -0.110 -1.541
C -2.761 1.363 -3.729
H -3.851 1.402 -3.872
H -3.718 -1.725 -3.923
H -2.270 1.404 -4.712
H -2.063 -1.703 -4.646
H -3.243 0.417 -0.665
H -2.457 2.256 -3.167
C -2.640 -1.655 -3.709
H -4.484 0.480 -1.888
H -2.348 -2.511 -3.081
H -3.948 -1.111 -1.230
P 2.414 -0.028 -2.351
C 3.706 -0.009 -1.013
C 3.039 -1.492 -3.276
H 2.635 1.298 -4.399
H 4.195 1.250 -3.500
H 2.849 2.283 -2.929
C 3.098 1.330 -3.405
H 2.620 -1.507 -4.286
H 4.139 -1.492 -3.331
H 4.690 -0.306 -1.416
H 3.427 -0.709 -0.216
H 2.713 -2.393 -2.754
H 3.795 1.003 -0.593
Cl 0.193 -0.037 -4.329
N 0.167 0.393 -0.282
S -0.649 0.007 1.472
C -0.037 -1.378 2.394
C -0.815 -1.805 3.479
C -0.445 -2.931 4.199
C 0.709 -3.640 3.859
C 1.478 -3.216 2.769
C 1.110 -2.099 2.020
C -0.247 1.428 2.510
C -0.720 2.695 2.128
C -0.585 3.790 2.966
C 0.066 3.654 4.195
C 0.511 2.391 4.603
C 0.339 1.282 3.773
H 0.998 0.887 0.059
H -1.730 -1.256 3.719
H -1.072 -3.266 5.029
H 1.000 -4.524 4.433
H 2.375 -3.775 2.502
H 1.678 -1.763 1.149
H -1.262 2.812 1.189
H -0.993 4.760 2.659
H 0.223 4.526 4.832
H 1.000 2.277 5.575
H 0.633 0.290 4.109
*
```

***

The relative energy (zero: lowest compared OMol25 entry of this formula, charge and spin) results, record by record, are as follows: 32.77 0.00 kcal/mol.